{"formula": "C33H40BrCl2N4O6W", "method": "the ωB97M-V functional and the def2-TZVPD basis", "species": ["W", "O", "C", "C", "C", "C", "C", "C", "C", "N", "C", "C", "N", "C", "C", "C", "C", "C", "C", "C", "O", "H", "H", "H", "H", "H", "H", "H", "H", "H", "H", "H", "H", "H", "H", "Cl", "C", "Cl", "C", "O", "O", "H", "C", "C", "C", "C", "N", "N", "H", "H", "H", "H", "H", "H", "H", "H", "H", "H", "H", "H", "C", "C", "C", "C", "H", "H", "H", "H", "H", "H", "H", "H", "H", "Br", "C", "C", "C", "C", "C", "C", "C", "O", "O", "H", "H", "H", "H"], "xyz": [[0.9716, -0.6286, -0.8698], [1.6331, 0.2802, 0.7619], [2.8399, 0.5420, 1.2248], [3.0643, 1.7573, 1.8941], [4.3240, 2.0520, 2.3674], [5.3914, 1.1591, 2.2199], [5.1629, -0.0483, 1.5901], [3.8983, -0.3551, 1.0987], [3.6477, -1.6611, 0.4941], [2.5425, -2.0084, -0.0214], [2.3060, -3.4020, -0.3747], [0.8900, -3.6261, 0.0892], [0.1350, -2.5115, -0.4342], [-1.2523, -2.7887, -0.6274], [-1.7784, -2.4157, -1.9912], [-3.0249, -2.9130, -2.3763], [-3.5670, -2.6614, -3.6220], [-2.8276, -1.9033, -4.5308], [-1.5904, -1.4100, -4.1797], [-1.0462, -1.6402, -2.9025], [0.1520, -1.1435, -2.6501], [2.2363, 2.4488, 1.9845], [4.4924, 3.0051, 2.8563], [6.3765, 1.4110, 2.5876], [5.9703, -0.7595, 1.4546], [4.4585, -2.3904, 0.5593], [3.0393, -4.0568, 0.1041], [2.3691, -3.5020, -1.4592], [0.8801, -3.6768, 1.1931], [0.5163, -4.5880, -0.2828], [-1.4434, -3.8583, -0.4950], [-3.5858, -3.5083, -1.6604], [-4.5440, -3.0465, -3.8844], [-3.2222, -1.7020, -5.5203], [-0.9949, -0.8252, -4.8694], [3.5691, -1.2459, -5.1083], [4.4831, -1.2540, -3.5954], [4.9332, -2.9397, -3.1375], [3.7411, -0.6216, -2.4043], [4.4107, 0.1233, -1.7041], [2.5404, -1.0159, -2.2842], [5.4115, -0.7248, -3.7616], [-1.9900, 2.3440, 4.5725], [-1.6953, 2.6761, 3.1064], [-2.9668, 2.5436, 2.2713], [-1.1506, 4.0955, 2.9971], [-0.6627, 1.8148, 2.5102], [-0.8787, 0.4167, 2.5424], [-2.6798, 3.0734, 5.0042], [-1.0697, 2.3559, 5.1643], [-2.4530, 1.3603, 4.6758], [-3.7083, 3.2813, 2.5877], [-3.4198, 1.5555, 2.3838], [-2.7460, 2.6925, 1.2125], [-1.8930, 4.8242, 3.3281], [-0.8825, 4.3136, 1.9621], [-0.2566, 4.2190, 3.6168], [0.2400, 1.9915, 2.9329], [-1.6877, 0.2115, 1.9704], [-1.0581, 0.0756, 3.4862], [-0.4292, 3.1034, -2.1194], [0.6883, 2.5778, -1.2241], [1.7420, 3.6708, -1.0356], [1.3317, 1.3082, -1.8154], [-0.9130, 3.9819, -1.6787], [-1.1978, 2.3510, -2.2832], [-0.0144, 3.4004, -3.0902], [0.2564, 2.3586, -0.2413], [2.1479, 3.9758, -2.0064], [2.5805, 3.3269, -0.4247], [1.3163, 4.5614, -0.5584], [2.4163, 1.4050, -1.7219], [1.0980, 1.2441, -2.8812], [-5.4172, -4.4631, 1.9197], [-4.3594, -3.0674, 1.1713], [-3.0132, -3.1394, 1.2332], [-2.1516, -2.1116, 0.5985], [-2.9088, -0.9332, 0.1329], [-4.2761, -0.9017, 0.1012], [-5.0403, -1.9616, 0.6007], [-2.1412, 0.1800, -0.5074], [-2.6849, 1.1302, -1.0290], [-0.8512, -0.0015, -0.4074], [-2.5372, -3.9803, 1.7236], [-1.3201, -1.8309, 1.2514], [-4.7532, -0.0319, -0.3333], [-6.1198, -1.9438, 0.5675]], "s_squared": 2.049, "total_charge": -1, "spin_multiplicity": 3, "de_lowest_ev": 0.781, "lumo_ev": [2.356, 1.380], "homo_ev": [-4.46, -5.00]}